No. 1
C51H53AsN3O3PSe2TaTe as an isolated structure at a distorted geometry, computed with wB97M-V/def2-TZVPD.

Atoms and positions in Å:
Ta  0.9861  1.1589  1.1096
Te  2.9250  -0.3616  0.0097
Se  -1.3271  1.8835  0.1978
Se  1.7130  3.5600  0.7194
As  -2.2433  -1.4047  0.5293
P  -0.4532  3.8920  0.4559
O  0.2835  -0.5641  1.2892
O  1.9405  -1.6823  2.2035
O  3.9858  1.5531  1.4265
N  0.2657  -0.8849  3.5104
N  2.1632  1.1021  2.5479
N  -0.5837  0.2486  3.6211
C  -1.7193  6.8055  -2.8340
C  -1.7562  -6.1056  0.9061
C  3.8062  -3.4422  0.8119
C  4.7945  -0.3917  -2.3442
C  -0.3213  5.6555  2.5657
C  -3.2939  -2.1271  3.1502
C  -5.3678  -0.0094  -1.9456
C  -0.7652  -3.9226  0.8090
C  -0.6345  -5.2957  0.9483
C  -1.0569  4.6080  2.0193
C  1.1370  -2.3281  -1.6866
C  -3.2575  -1.1274  2.1791
C  -3.9407  0.0635  2.4058
C  -0.4840  6.9637  -2.2227
C  3.6558  1.4720  -4.0392
C  1.8989  2.1150  -2.4739
C  5.4793  -1.3903  -1.4677
C  -2.5598  5.7673  -2.4628
C  3.0739  1.2421  -2.7985
C  -0.0726  6.0745  -1.2450
C  -3.5907  -1.2350  -0.8877
C  1.2992  -4.7430  -1.6904
C  -4.7481  -2.1839  -2.7672
C  -1.8319  5.6985  4.4278
C  3.6240  0.2806  -1.9390
C  -5.5707  -1.0680  -2.8189
C  5.3416  -0.1368  -3.5880
C  -3.7445  -2.2607  -1.8179
C  0.9007  -1.0652  2.3175
C  -2.1585  4.8739  -1.4877
C  4.7812  0.7874  -4.4643
C  -3.1501  -4.1718  0.6222
C  -2.1904  4.1217  2.6560
C  -4.3624  -0.0831  -0.9987
C  0.7086  -3.5694  -2.1315
C  2.3112  -4.6477  -0.7461
C  5.3825  1.0306  -5.8038
C  -0.9150  5.0287  -0.8866
C  2.7559  -3.4249  -0.2592
C  2.1781  -2.2457  -0.7594
C  0.4518  -1.1132  -2.2296
C  -4.7380  0.2108  3.5268
C  -4.8233  -0.8149  4.4574
C  -2.5761  4.6742  3.8644
C  -0.7134  6.1966  3.7756
C  -3.0149  -5.5424  0.7509
C  0.8368  -6.0667  -2.2014
C  -2.0183  -3.3555  0.6386
C  4.2543  1.2757  3.8103
C  3.4505  1.3268  2.5449
C  -4.0814  -1.9729  4.2783
H  -4.8876  -2.9917  -3.4712
H  -1.4970  -0.0498  3.9711
H  0.1604  7.7801  -2.5115
H  0.8916  6.1760  -0.7647
H  -2.7732  3.3280  2.2056
H  0.3149  -5.9546  -3.1475
H  2.2618  3.0918  -2.1440
H  -0.0980  -3.6083  -2.8475
H  0.5498  6.0315  2.0426
H  4.2831  -2.4613  0.9314
H  1.2828  2.2758  -3.3573
H  -5.9840  0.8764  -2.0056
H  3.2116  2.2124  -4.6873
H  5.3138  1.3088  3.5723
H  5.5975  -0.9919  -0.4555
H  1.6746  -6.7444  -2.3437
H  -3.0953  -3.1290  -1.7849
H  2.7696  -5.5501  -0.3695
H  0.6287  -0.2587  -1.5722
H  1.2560  1.6968  -1.6983
H  -0.1424  7.0019  4.2099
H  0.3466  -5.7200  1.0916
H  4.9051  -2.3161  -1.4271
H  3.9843  2.1155  4.4479
H  4.8431  1.8034  -6.3445
H  6.2316  -0.6684  -3.8900
H  -6.3569  -1.0119  -3.5549
H  4.5669  -4.1917  0.5938
H  0.7712  -1.2016  4.3300
H  4.0244  0.3562  4.3435
H  -3.8958  -6.1672  0.7318
H  0.8382  -0.8754  -3.2225
H  -3.8500  0.8777  1.6981
H  3.3435  -3.7008  1.7666
H  0.1141  -3.2926  0.8269
H  6.4633  -1.6238  -1.8670
H  -2.7196  -3.0361  3.0192
H  0.1508  -6.5227  -1.4874
H  5.3702  0.1153  -6.3959
H  -4.1225  -2.7635  5.0135
H  -0.1938  0.9081  4.2964
H  -1.6528  -7.1752  1.0009
H  -0.6269  -1.2801  -2.3058
H  -3.4579  4.3031  4.3634
H  -2.1233  6.1101  5.3810
H  -2.0276  7.4882  -3.6105
H  -2.7983  4.0519  -1.1955
H  -5.2983  1.1225  3.6708
H  -5.4588  -0.7075  5.3224
H  -4.1767  0.7646  -0.3497
H  6.4227  1.3344  -5.6957
H  -3.5247  5.6504  -2.9327
H  -4.1336  -3.7234  0.5253

Forces on the atoms, in the same order (eV/Å):
Ta 1.8 2.6 1.1
Te 1.5 -1.1 -2.5
Se -0.8 0.6 -0.3
Se -0.2 1.0 -0.3
As -2.0 -1.6 0.1
P -0.2 0.7 0.2
O -2.4 -1.3 -1.1
O -0.5 -0.6 0.4
O 0.4 0.4 1.2
N -0.6 0.2 0.2
N -3.6 0.1 -0.8
N 0.1 -0.2 0.4
C 0.0 0.0 0.0
C 0.1 0.0 0.0
C 0.1 0.2 0.2
C -0.1 0.0 0.2
C 0.0 -0.1 -0.1
C 0.4 -0.3 -0.2
C 0.1 0.0 0.1
C 0.2 0.4 0.0
C -0.1 0.0 0.1
C 0.2 -0.3 -0.4
C 0.0 0.3 0.1
C 0.4 0.4 0.0
C 0.0 0.2 -0.3
C 0.0 0.1 0.0
C 0.3 -0.3 0.0
C 0.0 0.1 0.0
C 0.1 0.0 0.1
C 0.0 0.0 0.0
C -0.3 -0.1 0.4
C 0.1 -0.2 0.1
C 0.6 0.3 0.1
C 0.1 0.2 -0.1
C 0.0 0.0 0.0
C 0.0 0.0 0.0
C 0.2 0.2 -0.1
C 0.0 0.0 0.0
C -0.2 0.2 -0.2
C 0.4 -0.3 0.0
C 1.3 -2.7 2.8
C 0.0 -0.1 0.1
C -0.2 -0.1 0.4
C -0.3 0.4 0.0
C 0.0 0.0 -0.1
C 0.0 0.4 0.2
C 0.2 0.0 0.1
C -0.1 0.1 -0.1
C 0.1 0.0 -0.2
C 0.2 -0.5 0.2
C 0.0 0.3 0.1
C -0.3 0.1 0.2
C -0.1 0.0 0.1
C 0.0 0.0 -0.1
C 0.1 0.0 0.0
C 0.0 0.0 0.0
C 0.0 0.1 0.0
C -0.1 0.1 0.0
C 0.0 -0.1 0.0
C 0.4 0.2 -0.1
C 0.0 -0.1 -0.3
C 2.9 0.9 -0.8
C -0.1 0.0 0.0
H 0.0 0.0 0.0
H 0.2 0.1 -0.2
H 0.1 0.0 0.0
H 0.1 0.1 -0.1
H 0.0 -0.1 0.1
H -0.1 -0.1 -0.1
H -0.2 -0.1 0.1
H -0.1 -0.1 -0.2
H 0.0 0.1 0.1
H 0.0 -0.5 0.1
H 0.0 0.0 0.0
H 0.0 0.0 0.0
H -0.1 0.1 -0.1
H 0.0 0.1 0.1
H 0.1 -0.2 -0.1
H 0.0 -0.1 0.0
H -0.1 0.1 0.0
H 0.1 -0.2 0.0
H -0.2 0.0 -0.2
H 0.0 0.1 0.0
H 0.0 0.1 0.1
H 0.1 -0.1 0.0
H 0.0 -0.1 0.1
H 0.0 0.1 0.1
H 0.0 0.0 -0.1
H 0.1 -0.1 0.0
H -0.1 0.0 -0.1
H 0.0 0.1 0.0
H 0.0 0.1 -0.2
H 0.0 -0.1 0.1
H 0.0 0.0 0.0
H -0.1 0.2 0.0
H -0.1 0.0 0.1
H 0.1 0.0 0.0
H 0.2 0.0 0.0
H 0.0 0.0 0.1
H -0.1 0.0 0.0
H -0.1 -0.1 0.0
H 0.0 0.0 -0.1
H 0.0 0.0 0.0
H 0.1 -0.2 -0.2
H 0.0 -0.1 0.0
H 0.0 0.1 -0.1
H -0.1 0.0 0.1
H 0.0 0.1 0.1
H 0.0 0.1 0.0
H -0.1 0.0 0.0
H 0.0 0.1 0.0
H 0.0 0.0 0.1
H -0.1 -0.1 0.0
H 0.1 0.0 -0.1
H 0.0 0.0 -0.1
H 0.0 -0.1 0.0

Summary:
* spin multiplicity: 2
* ⟨S²⟩: 0.757
* total charge: +2
* DFT total energy: -274011.734 eV
* Kohn-Sham gap (spin up / spin down): 7.02 / 4.43 eV
* E_LUMO (spin up / spin down): -5.65 / -8.24 eV

=====

No. 2
A 20-piece molecular cluster, C51H54Cl59F9NO4P overall at a distorted geometry, computed with wB97M-V/def2-TZVPD.

Atoms and positions in Å:
Cl  -13.3202  14.6518  11.9022
Cl  -8.2434  1.3121  0.6723
Cl  -14.5485  11.4922  3.1219
Cl  -8.1724  3.2042  2.8856
Cl  -9.9987  6.6961  4.3176
Cl  -13.6599  6.4856  7.4941
Cl  -6.5060  7.2775  8.9706
Cl  -2.4300  -8.3093  0.9816
Cl  0.4315  -8.6317  1.4197
Cl  6.8405  -11.5269  -5.9336
Cl  2.0859  -16.0605  -7.9863
Cl  -12.4273  8.9788  6.6292
Cl  -0.5725  -4.5692  -0.8538
Cl  -7.9719  7.9708  5.9762
Cl  -12.8097  1.0447  2.8215
Cl  7.4385  -8.7131  0.3444
Cl  6.2385  -14.0125  -8.4752
Cl  -10.0736  7.7929  -1.2767
Cl  -5.2540  4.8986  7.8495
Cl  -10.8141  12.6124  5.8372
Cl  -15.9918  13.5581  12.2895
Cl  -12.3320  9.8219  2.2384
Cl  4.1385  -16.8272  -6.0673
Cl  9.3153  -0.2769  -8.3810
Cl  4.1859  -13.2458  -10.3942
Cl  -12.1737  5.3004  -0.8132
Cl  -15.0351  5.6228  -1.2513
Cl  -7.4452  6.7349  -1.9517
Cl  -9.2046  5.4776  6.8411
Cl  4.7967  -2.9386  3.5164
Cl  5.3859  -7.9464  -1.5746
Cl  -12.2968  12.6864  1.7122
Cl  1.6714  -15.5853  -5.1427
Cl  4.9714  -7.4712  1.2690
Cl  -14.4540  7.7041  4.9705
Cl  -8.7615  11.8457  7.7561
Cl  -11.2286  13.0876  8.6808
Cl  12.1767  -0.5993  -7.9429
Cl  6.8573  -11.0922  -3.0536
Cl  -1.7466  5.6671  4.8045
Cl  10.6693  1.3272  -6.3618
Cl  -11.5771  3.5379  1.9566
Cl  -3.7685  3.5969  4.4732
Cl  -9.9802  1.0261  -2.6093
Cl  5.5885  -9.1479  -4.8124
Cl  3.7714  -12.7706  -7.5506
Cl  -13.6811  7.2269  0.7679
Cl  -1.0760  -6.7052  3.0008
Cl  9.2466  -9.4979  -1.9736
Cl  -7.7370  9.5294  -1.1843
Cl  -13.6038  2.2632  0.2980
Cl  -1.0002  2.8583  4.9972
Cl  -5.2372  5.3333  10.7295
Cl  -8.3337  -1.2218  -3.4579
Cl  -7.5670  1.4961  -4.1711
Cl  -7.3187  4.0382  0.2287
Cl  -14.1401  12.2627  10.4520
Cl  10.0406  -10.7164  0.5500
Cl  11.2733  -8.2232  -0.3149
P  -0.2050  -2.5091  -0.3630
F  -0.8264  1.0537  -0.6648
F  -4.5981  0.0746  -0.3601
F  -2.8877  -1.6455  -2.0210
F  -4.0627  0.7873  2.4921
F  -3.8869  2.7008  0.9863
F  -2.8061  0.2286  -3.4943
F  -2.8366  -0.9906  0.8476
F  -1.8878  1.6446  2.0142
F  -2.8266  1.9658  -1.6573
O  0.9601  -2.5688  0.9392
O  7.1842  -0.6740  -4.7460
O  4.2611  -1.1416  -5.6328
O  2.6500  -4.0167  -1.1353
N  8.4657  -2.9657  0.1687
C  5.9452  -10.8644  -4.5555
C  10.5848  -9.7677  -0.8440
C  5.4381  -3.6772  0.7428
C  -12.8000  11.4197  2.8443
C  5.4790  -1.0285  1.5447
C  -8.6604  6.4263  5.4471
C  -10.5030  12.0114  7.4747
C  -2.0707  4.0300  4.2094
C  5.7775  -2.6022  1.9629
C  9.0984  -4.2496  -0.3685
C  8.7439  -5.5907  0.5107
C  4.0712  -1.3334  -4.3251
C  7.2023  4.5278  -2.3054
C  -2.2191  0.7168  -1.0623
C  -6.1493  5.5611  9.2275
C  -0.0026  0.1932  -4.0650
C  10.0849  -4.9212  2.8373
C  -12.2656  1.9934  1.4275
C  -0.9219  -7.4882  1.4188
C  5.6970  -8.5474  0.0629
C  0.4919  -1.6390  -1.9166
C  4.4970  -13.8469  -8.7567
C  -8.3299  0.4732  -2.9418
C  7.8708  -1.8063  -2.3021
C  8.1119  3.2639  -1.7371
C  -7.3893  2.6936  1.3804
C  -0.5625  -0.6198  -2.7167
C  5.2086  -1.7407  -3.2169
C  7.5542  1.7882  -2.2870
C  8.1105  0.4475  -4.5244
C  -3.2027  0.2876  0.1771
C  -8.3370  7.8808  -0.9363
C  -13.1158  7.4343  6.1001
C  2.3970  -16.6616  -6.3488
C  -14.6748  13.8094  11.1311
C  2.5232  -1.0798  -3.7676
C  7.4234  -2.5649  -0.8966
C  1.5580  -0.0221  -4.6127
C  8.6331  -5.3477  2.1289
C  7.9815  3.3412  -0.0782
C  7.3313  1.7833  -3.9205
C  10.8233  0.5442  -7.9437
C  3.1268  -2.9090  -1.7226
C  -13.5271  6.4440  -0.8141
C  6.8109  -1.3477  -3.4899
C  -3.2461  1.4304  1.3967
C  4.7213  -2.5442  -1.8350
C  -2.1247  -0.3699  -2.2859
C  5.8076  -2.9335  -0.6706
C  2.0337  -1.8968  -2.4099
C  5.7531  1.8592  -4.3866
H  5.4652  -0.4233  2.5727
H  4.3129  -3.9694  0.8753
H  4.0370  -14.8335  -8.6588
H  10.9147  -5.2636  2.0866
H  4.4866  -0.8767  0.9432
H  6.0833  4.3625  -1.9362
H  5.3564  2.9725  -4.4433
H  -7.8812  5.8614  4.9291
H  10.1475  -5.4712  3.8886
H  8.3751  0.9931  -1.9900
H  5.2370  -9.5341  0.1608
H  -12.2928  11.5886  3.7977
H  7.8979  2.7210  -4.3629
H  8.0849  4.4831  0.2040
H  8.8252  2.7014  0.4461
H  6.1548  -4.6016  0.8930
H  9.2598  -2.2617  0.1435
H  6.4474  -0.6516  0.9780
H  1.9370  -17.6482  -6.2509
H  10.2826  -4.1931  -0.4307
H  7.7388  -6.1128  0.1517
H  6.9128  2.8981  0.2158
H  8.5013  0.7793  -5.6017
H  7.6673  5.5003  -1.8080
H  6.9233  -2.6283  2.2881
H  11.0247  1.3155  -8.6915
H  8.7291  -4.4600  -1.4826
H  9.5929  -6.4137  0.3513
H  11.3640  -10.3326  -1.3620
H  -0.6608  0.9281  -4.7050
H  -11.4864  1.4285  0.9095
H  5.0664  1.2882  -3.6144
H  -7.0960  5.0219  9.3144
H  9.2342  3.4390  -2.0654
H  1.9128  0.5753  -5.5680
H  -12.3365  6.8694  5.5821
H  -0.7205  -6.7169  0.6710
H  7.1907  4.6002  -3.4845
H  9.0780  0.1705  -3.9106
H  8.3741  -6.4104  2.6072
H  -1.8730  4.0088  3.1347
H  6.5648  1.5591  -1.6875
H  7.7498  -4.6387  2.4534
H  -10.9630  11.0247  7.5726
H  -6.3668  2.3844  1.6119
H  5.6235  1.3121  -5.4381
H  4.9985  -11.4036  -4.4687
H  -8.1772  7.6100  0.1105
H  -15.0484  14.4331  10.3149
H  1.1850  -1.6374  1.2455
H  -7.7483  0.5511  -2.0197
H  -13.3257  7.2153  -1.5619
H  9.0398  -1.6033  -2.4201
H  10.0817  -3.7451  2.9326

Forces on the atoms, in the same order (eV/Å):
Cl -0.1 -0.1 -0.1
Cl 0.1 0.1 0.1
Cl 0.2 0.0 0.0
Cl 0.2 -0.1 -0.1
Cl 0.1 -0.1 0.0
Cl 0.1 0.1 -0.2
Cl 0.1 -0.3 0.2
Cl 0.2 0.1 0.0
Cl -0.1 0.1 0.0
Cl -0.1 0.1 0.3
Cl -0.2 -0.3 0.2
Cl 0.0 -0.1 -0.1
Cl 0.9 1.4 0.1
Cl -0.2 -0.2 -0.3
Cl 0.1 0.1 -0.2
Cl -0.8 -0.1 0.4
Cl -0.2 -0.1 0.0
Cl 0.4 0.1 0.1
Cl -0.1 0.1 0.1
Cl 0.0 0.0 0.1
Cl 0.1 0.1 -0.2
Cl 0.0 0.3 0.1
Cl -0.2 0.0 -0.1
Cl 0.2 0.1 0.1
Cl 0.0 -0.1 0.2
Cl -0.3 0.2 -0.2
Cl 0.2 0.1 0.0
Cl -0.1 0.1 0.1
Cl 0.0 0.1 -0.2
Cl 0.7 -0.1 -1.3
Cl 0.0 -0.1 0.3
Cl 0.0 -0.1 0.2
Cl 0.1 -0.2 -0.2
Cl 0.0 -0.1 -0.1
Cl 0.2 0.0 0.1
Cl -0.2 0.0 -0.1
Cl 0.1 -0.2 -0.2
Cl -0.2 0.2 0.0
Cl -0.4 -0.1 -0.3
Cl -0.1 -0.2 -0.1
Cl 0.5 0.1 -0.3
Cl 0.0 -0.3 0.1
Cl 0.1 0.0 -0.1
Cl 0.2 0.0 0.0
Cl 0.0 -0.2 -0.1
Cl 0.0 -0.2 -0.1
Cl 0.0 -0.1 -0.2
Cl 0.0 -0.1 -0.2
Cl 0.9 -0.1 -0.2
Cl 0.0 -0.2 0.1
Cl 0.2 -0.1 0.1
Cl -0.1 0.1 -0.1
Cl -0.1 0.0 -0.2
Cl 0.0 0.2 0.1
Cl -0.1 -0.1 0.2
Cl 0.0 -0.2 0.1
Cl -0.2 0.2 0.1
Cl 0.2 0.0 -0.1
Cl 0.1 -0.2 -0.1
P -0.3 0.5 1.3
F -4.7 -0.9 -0.7
F 4.7 1.0 1.7
F 2.4 4.1 -0.5
F 2.6 2.6 -3.8
F 2.5 -4.5 1.6
F 1.9 -1.8 3.8
F -1.0 4.4 -2.4
F -4.9 -0.4 -2.5
F 2.0 -3.7 2.3
O -0.5 1.1 -2.0
O 0.0 -1.1 4.2
O -0.7 -1.1 7.8
O 3.2 6.8 -3.4
N -0.3 0.5 -3.3
C -0.1 -0.1 -0.1
C 0.0 0.0 -0.2
C 0.5 0.9 0.6
C 0.0 0.0 0.1
C 1.0 -0.2 1.2
C 0.2 0.1 0.1
C 0.0 0.0 0.2
C 0.1 0.0 0.0
C 1.0 1.4 -0.8
C 0.7 -2.3 -0.8
C -0.2 -0.3 0.6
C 0.1 0.9 -4.1
C 0.2 -0.6 0.5
C 0.2 1.9 -1.2
C -0.1 0.0 0.0
C 2.8 -2.4 1.5
C -1.4 0.1 -0.7
C 0.0 0.0 -0.1
C 0.0 0.1 0.0
C 0.0 0.0 0.0
C 2.1 0.8 -3.0
C 0.1 0.0 0.0
C 0.1 0.0 0.0
C -2.5 -0.7 0.9
C -0.8 0.2 0.3
C 0.2 0.1 0.0
C 3.8 -0.5 -2.1
C 1.7 -0.3 1.1
C 0.5 1.1 0.4
C 0.3 2.0 -1.3
C -1.4 -1.8 1.0
C 0.0 0.1 0.1
C -0.1 -0.2 -0.1
C 0.0 0.0 0.2
C 0.0 0.0 -0.1
C -1.9 0.5 0.8
C -2.6 1.5 -3.1
C -2.0 -2.4 4.0
C 0.3 -1.2 0.6
C 0.1 -0.2 -1.0
C 0.5 -0.4 0.5
C 0.0 -0.1 -0.2
C -2.1 -4.0 2.0
C 0.1 -0.1 0.0
C -1.6 -1.8 2.6
C -0.7 -0.1 2.6
C 3.0 0.9 -0.4
C -0.4 -1.1 -2.5
C 0.9 0.9 -2.5
C -1.7 3.2 -3.0
C 0.0 -0.4 -0.1
H -0.2 -1.3 -2.3
H 2.2 0.5 -0.7
H 0.3 0.5 0.0
H -1.3 0.6 1.7
H 2.0 -0.3 1.1
H 2.4 0.5 -0.7
H 1.0 -2.3 0.1
H -0.3 0.2 0.2
H 0.1 1.4 -2.3
H -1.8 1.5 -0.6
H 0.2 0.3 0.0
H -0.2 -0.1 -0.3
H -1.0 -1.9 0.9
H -0.3 -2.5 -0.2
H -1.8 1.4 -1.0
H -1.7 1.8 -0.5
H -1.6 -0.8 -0.1
H -2.3 -0.7 0.8
H 0.2 0.4 -0.1
H -2.5 0.3 0.3
H 2.1 1.4 0.6
H 2.4 1.2 -0.5
H -1.3 -1.3 2.4
H -1.2 -1.9 -1.3
H -2.7 -0.2 -0.8
H -0.1 -0.3 0.3
H 0.9 0.5 2.4
H -1.9 2.0 0.2
H -0.3 0.2 0.2
H 1.2 -1.7 1.7
H -0.2 0.2 0.2
H 1.5 1.1 -1.5
H 0.3 0.2 0.0
H -2.2 -0.5 0.6
H -0.6 -1.6 2.3
H -0.3 0.2 0.2
H -0.1 -0.3 0.3
H 0.1 0.0 2.5
H -2.1 0.4 -1.0
H 0.4 2.2 -1.2
H -0.1 0.0 0.4
H 1.9 0.3 -1.3
H 1.9 -1.3 -0.8
H 0.2 0.4 0.0
H -0.4 0.1 -0.1
H 0.2 1.3 2.3
H 0.3 0.2 -0.1
H -0.1 0.1 -0.4
H 0.1 -0.2 0.3
H -0.6 -1.5 -0.7
H -0.2 0.0 -0.3
H -0.1 -0.2 0.3
H -2.9 -0.4 0.2
H 0.3 -2.4 0.0

Summary:
* spin multiplicity: 1
* total charge: 0
* DFT total energy: -835982.501 eV
* Kohn-Sham gap: 6.62 eV
* E_LUMO: -2.22 eV